Record 1
111
Properties=species:S:1:pos:R:3 method="wB97M-V/def2-TZVPD" e_above_lowest_kj_mol=330.6 total_charge=-2 e_tot_ha=-9094.5717 spin_multiplicity=2 e_homo_ev="-0.357 / -0.366"
Cs 0.24237 -0.28738 0.30180
N -1.68663 -4.53201 -2.38915
C -1.47857 -3.46932 -1.49587
S -0.27262 -2.27285 -2.10296
N -2.11167 -3.46480 -0.38771
N -1.94837 -2.43044 0.49375
C -2.62543 -2.57232 1.64836
C -3.59958 -3.67477 1.89310
C -4.54870 -4.04936 0.93538
C -5.46097 -5.06474 1.18447
C -5.44606 -5.74871 2.39514
C -4.49997 -5.40157 3.35046
C -3.58936 -4.38053 3.09702
C -2.40197 -1.59491 2.67769
C -3.39099 -1.30480 3.66978
C -3.15776 -0.34565 4.61664
C -1.93005 0.35870 4.61625
C -1.03523 0.04494 3.60646
N -1.23404 -0.86890 2.66288
H -0.87490 -4.73551 -2.95201
H -2.07793 -5.34303 -1.93165
H -4.56920 -3.52776 -0.01082
H -6.19360 -5.32156 0.42677
H -6.15360 -6.54790 2.58556
H -4.46179 -5.93240 4.29491
H -2.84398 -4.12351 3.84087
H -4.33692 -1.83200 3.64747
H -3.91598 -0.12226 5.35968
H -1.70011 1.11331 5.35822
H -0.06615 0.54616 3.55438
O -1.47513 1.66744 0.12998
S -2.18851 2.84105 0.73080
C -1.14985 3.41079 2.11131
C 0.22805 3.92024 1.69356
C 1.21504 4.09942 2.86105
C 1.76780 2.83169 3.51938
S 2.67478 1.66597 2.44930
O 1.70620 1.31613 1.36151
C 3.80952 2.87918 1.78397
C 3.65851 3.26547 0.46840
C 4.54144 4.20120 -0.06333
C 5.55483 4.72858 0.72077
C 5.71038 4.30913 2.03870
C 4.83911 3.37025 2.57277
C -1.91552 4.24207 -0.34640
C -2.63918 5.40840 -0.15731
C -2.43648 6.47750 -1.01988
C -1.52970 6.35911 -2.06717
C -0.82702 5.17933 -2.25259
C -1.02335 4.10456 -1.39008
H -1.10716 2.51770 2.74120
H -1.73935 4.17245 2.63202
H 0.11292 4.88839 1.20348
H 0.65293 3.23363 0.96058
H 0.73743 4.69350 3.64923
H 2.05676 4.69111 2.49466
H 0.97617 2.21727 3.95272
H 2.46941 3.08449 4.31978
H 2.86838 2.82443 -0.12978
H 4.43796 4.50315 -1.09898
H 6.24226 5.45357 0.30151
H 6.51977 4.70078 2.64268
H 4.96863 3.01305 3.58967
H -3.35264 5.48308 0.65747
H -2.99011 7.39763 -0.88022
H -1.37716 7.19140 -2.74362
H -0.11871 5.08303 -3.06666
H -0.47721 3.17550 -1.51297
C -0.79439 -1.69945 -5.26265
Si -1.49143 -1.26353 -3.60463
C -1.46401 0.56077 -3.27918
C -3.24092 -1.89451 -3.42066
C -3.78957 -2.83286 -4.29783
C -5.07844 -3.31747 -4.11402
C -5.83966 -2.87334 -3.03847
C -5.30701 -1.94993 -2.14693
C -4.01836 -1.46764 -2.33913
H -1.45053 -1.39167 -6.08521
H -0.61202 -2.77462 -5.33338
H 0.17531 -1.20744 -5.39886
H -2.16157 1.08135 -3.94339
H -0.45969 0.95854 -3.45019
H -1.73834 0.77789 -2.24224
H -3.19787 -3.19600 -5.13192
H -5.48293 -4.05523 -4.79795
H -6.84504 -3.25039 -2.89243
H -5.88605 -1.61995 -1.29185
H -3.60348 -0.76804 -1.61831
Cl 2.73156 -3.45741 -5.54061
Ge 3.25359 -1.85509 -3.96687
Cl 3.05353 0.00153 -5.55753
Cl 5.51155 -1.99515 -4.15573
N 2.21551 1.66536 -3.11771
C 1.76424 2.17686 -2.18127
H 2.57147 1.12935 -3.93901
C 6.14611 -3.62121 0.00574
Ge 5.15759 -2.03255 0.69205
C 6.30314 -0.50556 0.18002
C 5.39943 -2.20669 2.65693
C 3.36377 -1.74529 0.23986
H 7.16255 -3.69733 0.41502
H 6.20927 -3.55641 -1.08467
H 5.59615 -4.53216 0.26117
H 7.31840 -0.61978 0.57637
H 5.87878 0.42872 0.56339
H 6.36448 -0.43201 -0.91053
H 6.43962 -2.43664 2.92041
H 4.75758 -3.00130 3.05188
H 5.11075 -1.26927 3.14400
H 2.71310 -2.61495 0.40917
H 3.23247 -1.35525 -0.77724



Record 2
148
Properties=species:S:1:pos:R:3 method="wB97M-V/def2-TZVPD" total_charge=-1 e_tot_ha=-6570.6290 e_homo_ev=-6.007
C -0.65631 -1.32392 4.12945
C -0.55029 -2.62941 4.86892
O -0.49344 -2.63003 6.02729
O -0.56590 -3.78829 4.17582
C 0.74279 -4.21100 3.76869
C 0.62183 -5.65502 3.23404
C -0.49102 -5.66463 2.21000
C -0.58919 -6.98781 1.47470
S 0.83519 -7.27303 0.41714
O 0.46561 -8.36690 -0.43578
O 2.00741 -7.58649 1.19720
N 0.90954 -5.92248 -0.46675
S 2.30454 -5.11988 -0.31465
O 2.66559 -4.78422 1.04639
O 3.34963 -5.74038 -1.08839
C 1.95103 -3.52667 -1.11664
C 0.44385 -3.23544 -0.97466
C 0.10015 -1.76366 -1.20702
N 0.05919 -1.53423 -2.66209
H -1.67410 -0.95642 4.17682
H -0.41149 -1.41217 3.07532
H 0.00092 -0.61613 4.60878
H 1.12397 -3.60733 2.94210
H 1.48445 -4.16201 4.56461
H 1.55722 -5.87000 2.72963
H 0.51712 -6.40188 4.01831
H -0.31349 -4.86110 1.50329
H -1.45360 -5.46580 2.67384
H -0.73759 -7.83984 2.12815
H -1.44650 -6.96301 0.81024
H 2.47751 -2.73804 -0.59754
H 2.25061 -3.57865 -2.15496
H -0.14612 -3.85838 -1.63432
H 0.20433 -3.47738 0.05569
H -0.91232 -1.62669 -0.81533
H 0.79649 -1.09443 -0.71075
H -0.55729 -0.75940 -2.87465
H -0.39590 -2.31298 -3.11069
C 1.01068 -1.67791 -7.89772
C 1.95402 -2.35859 -6.93955
O 1.29661 -2.19959 -5.69412
C -0.03262 -2.13814 -5.95819
O -0.88885 -2.27223 -5.14713
O -0.26045 -1.91389 -7.27806
F 3.15340 -1.73220 -6.89027
H 1.19265 -0.60373 -7.95643
H 1.04257 -2.09793 -8.89926
H 2.10973 -3.42130 -7.13366
C 6.69547 -8.45249 -0.79350
C 6.47135 -6.97176 -0.94201
O 7.15386 -6.67712 -2.15542
C 7.10946 -7.80874 -2.91124
O 7.34781 -7.85427 -4.07181
O 6.75464 -8.88297 -2.15798
F 7.05676 -6.27807 0.07086
H 7.64348 -8.67887 -0.30067
H 5.88872 -8.94791 -0.25896
H 5.42396 -6.68049 -1.02716
C -2.68450 -0.33519 -10.14924
C -2.38402 0.71037 -11.19115
O -0.97077 0.65591 -11.28834
C -0.60729 -0.62122 -10.96918
O 0.45735 -1.09118 -11.19422
O -1.62655 -1.27885 -10.36606
F -2.74891 1.94971 -10.77815
H -2.61735 0.05968 -9.13498
H -3.65712 -0.79879 -10.28014
H -2.82265 0.51405 -12.17091
C -1.52560 2.56318 5.90790
C -1.60717 4.01417 5.51082
O -0.95274 4.02658 4.24824
C -1.14767 2.79361 3.70562
O -0.97441 2.53016 2.56142
O -1.57360 1.90678 4.63359
F -0.91661 4.80323 6.37215
H -0.58639 2.32105 6.40822
H -2.35367 2.25062 6.53869
H -2.62169 4.39953 5.39764
C 3.00557 6.67982 5.23910
C 3.31735 7.00609 6.67878
O 2.67017 5.96777 7.38102
C 2.65062 4.88140 6.54492
O 2.42450 3.77554 6.89056
O 2.93386 5.25221 5.26898
F 2.77428 8.19643 7.05605
H 2.04329 7.08807 4.92443
H 3.77627 7.01822 4.55070
H 4.38104 7.00431 6.92268
C 4.77022 -6.08295 3.39317
C 5.81850 -6.67972 4.29338
O 5.67834 -5.92162 5.48145
C 4.37089 -5.51918 5.53439
O 3.84289 -5.09276 6.50588
O 3.76431 -5.68064 4.33474
F 7.07140 -6.49916 3.80038
H 5.13161 -5.20803 2.85275
H 4.36747 -6.79557 2.67605
H 5.67134 -7.73741 4.52004
C -0.85355 3.09477 -5.31896
C -1.03659 1.64284 -5.68197
O -1.23588 1.03089 -4.42267
C -1.80572 1.97646 -3.61305
O -2.34242 1.74557 -2.58660
O -1.67530 3.21705 -4.15656
F 0.08309 1.12723 -6.25412
H 0.18140 3.32461 -5.06094
H -1.18331 3.77224 -6.10316
H -1.89585 1.44293 -6.32584
C -3.43668 -3.64363 -6.31975
C -4.46842 -4.55877 -6.92742
O -5.39862 -3.64437 -7.49132
C -4.69575 -2.52244 -7.80874
O -5.09240 -1.66007 -8.52494
O -3.48652 -2.51695 -7.20740
F -5.09710 -5.30271 -5.98861
H -3.70591 -3.32397 -5.31329
H -2.44314 -4.07968 -6.29496
H -4.08664 -5.21557 -7.71110
C -3.45442 4.53195 1.48804
C -4.55773 3.57103 1.13870
O -5.50164 4.41125 0.49094
C -4.79173 5.42797 -0.08470
O -5.22053 6.16180 -0.90981
O -3.53326 5.48385 0.41822
F -5.12975 3.04226 2.25002
H -3.63091 5.04352 2.43467
H -2.47785 4.05539 1.52380
H -4.26222 2.76462 0.46630
C -5.56257 7.70350 3.59416
C -5.43473 8.59874 4.79901
O -5.26161 7.66986 5.85615
C -4.66292 6.57054 5.31875
O -4.13717 5.71764 5.95068
O -4.74040 6.58943 3.96317
F -6.56534 9.31078 5.01671
H -6.58703 7.36300 3.43930
H -5.20236 8.16870 2.67965
H -4.58084 9.27785 4.77002
C 0.80719 10.58939 6.19310
C 0.74809 12.04329 5.80030
O 1.36952 12.04410 4.52795
C 1.14430 10.81178 3.97686
O 1.29170 10.54874 2.83480
O 0.72053 9.93209 4.92479
F 1.46992 12.81979 6.64464
H 1.75060 10.32988 6.67231
H -0.01247 10.29360 6.84355
H -0.26150 12.44922 5.71274



Record 3
121
Properties=species:S:1:pos:R:3 method="wB97M-V/def2-TZVPD" e_tot_ha=-3618.1692 e_homo_ev=-9.022
C 3.44215 5.01153 -3.46009
C 3.82703 3.52759 -3.47924
O 2.71499 2.64436 -3.38244
C 2.10782 2.76724 -2.10777
C 1.18565 1.61849 -1.83457
C -0.10530 1.66006 -2.16299
C -0.95777 0.48824 -1.82645
O -1.77623 0.03021 -2.58692
C -0.64859 -0.08930 -0.46825
C -1.75835 -0.55280 0.42470
F -2.87653 -0.77897 -0.30920
F -1.50717 -1.73868 1.03697
C -2.16727 0.44436 1.55497
F -1.35956 0.39376 2.62484
F -3.36704 0.01148 2.00873
C -2.38120 1.92168 1.09887
F -3.38687 2.41610 1.85314
F -2.81151 2.01200 -0.16768
C -1.16979 2.88511 1.33774
F -1.17172 3.86730 0.43611
F -1.29609 3.46168 2.53306
F 0.01531 2.28887 1.29077
C 0.66071 -0.16141 -0.17362
C 1.15882 -0.72142 1.13540
O 2.59575 -0.69853 1.20244
C 3.01920 -1.75424 1.98678
C 2.77179 -1.69543 3.47033
O 3.55075 -2.68931 1.46722
C 1.63096 0.39063 -1.15013
O 2.68909 -0.14386 -1.42703
H 3.68986 5.46366 -2.49929
H 2.37964 5.15905 -3.63023
H 3.98357 5.52330 -4.24775
H 4.29048 3.30238 -4.43727
H 4.51346 3.27059 -2.66639
H 1.48154 3.67095 -2.11042
H 2.82247 2.92046 -1.29384
H -0.54991 2.52863 -2.63036
H 0.78991 -0.16992 1.99795
H 0.86673 -1.77152 1.18063
H 3.00577 -0.73074 3.91801
H 3.42731 -2.42796 3.92415
H 1.75545 -1.98394 3.73236
C 2.88918 -0.32558 -5.86900
C 2.97055 -0.44700 -4.42358
N 3.03508 -0.50566 -3.27295
H 3.78614 -0.72452 -6.34301
H 2.03781 -0.86549 -6.26729
H 2.78848 0.71394 -6.17371
C 1.29756 8.85665 -3.96492
C 2.01024 7.91843 -4.81809
N 2.57061 7.17793 -5.49136
H 0.22189 8.77880 -4.11315
H 1.50541 8.66348 -2.91367
H 1.59213 9.88186 -4.18192
C 2.85460 3.54470 3.30463
C 2.93624 3.41132 1.85950
N 3.00045 3.29937 0.71985
H 2.13573 4.31298 3.58511
H 2.54188 2.60822 3.76432
H 3.82032 3.81889 3.72541
C 6.52268 2.16695 -6.02104
C 5.44458 2.05723 -6.99196
N 4.59426 1.97365 -7.75768
H 6.73444 3.20997 -5.79102
H 6.26155 1.66558 -5.08967
H 7.43724 1.71485 -6.40121
C 0.71969 -5.63823 2.07469
C 1.82623 -5.15675 2.88369
N 2.70658 -4.78144 3.51584
H -0.14533 -4.97915 2.15947
H 0.99629 -5.68903 1.02879
H 0.41082 -6.63470 2.38025
C -4.46210 5.38969 0.48283
C -4.18778 6.81035 0.33868
N -3.97135 7.93084 0.22495
H -5.31413 5.08824 -0.12471
H -3.60712 4.79116 0.17384
H -4.68703 5.13442 1.51732
C -1.61689 -0.97130 -5.76953
C -0.59303 -0.13642 -6.37475
N 0.21308 0.52572 -6.85370
H -2.34381 -1.29405 -6.51377
H -1.17982 -1.86113 -5.31872
H -2.14565 -0.43150 -4.98867
C 5.38277 -3.56856 6.97374
C 4.14857 -2.80213 6.94021
N 3.17524 -2.19563 6.91198
H 5.81827 -3.56239 7.97153
H 5.20311 -4.60404 6.68984
H 6.11624 -3.15486 6.28395
C -5.55373 0.33156 -0.39999
C -6.99910 0.47041 -0.31289
N -8.13930 0.58063 -0.24466
H -5.24684 0.01510 -1.39562
H -5.06028 1.27437 -0.18462
H -5.18772 -0.40587 0.30862
C -8.97226 -2.93080 0.70277
C -8.11547 -3.78705 -0.09932
N -7.43186 -4.46022 -0.72990
H -10.02296 -3.08900 0.46833
H -8.84081 -3.13300 1.76387
H -8.75024 -1.87727 0.53240
C 0.74732 -2.13109 9.31405
C 0.58271 -1.98483 10.75186
N 0.45282 -1.86975 11.88590
H 1.72043 -2.54803 9.06630
H -0.01069 -2.79233 8.89712
H 0.66363 -1.17204 8.80684
C -7.82237 -7.03223 2.53281
C -9.05543 -6.26362 2.48712
N -10.02367 -5.64981 2.44457
H -7.45968 -7.12733 3.55494
H -7.97340 -8.03422 2.13538
H -7.04470 -6.55097 1.94123
C 2.70198 -6.93642 -2.08961
C 2.09427 -7.38997 -0.84899
N 1.61627 -7.74875 0.13065
H 3.38761 -6.11029 -1.90690
H 3.26234 -7.73966 -2.56466
H 1.94389 -6.59480 -2.79221



Record 4
112
Properties=species:S:1:pos:R:3 method="wB97M-V/def2-TZVPD" e_above_lowest_kj_mol=265.3 total_charge=+1 e_tot_ha=-9473.5548 e_homo_ev=-10.253
La 8.20488 17.64255 18.53066
C 5.69828 20.45546 16.23054
C 5.18498 19.18672 16.81153
N 5.79727 18.44345 17.71207
C 4.89518 17.39523 18.03983
C 3.78558 17.51473 17.26561
N 4.00669 18.60697 16.49154
C 2.46163 16.85500 17.10062
O 2.09676 15.87218 17.89742
O 1.70977 17.33794 16.28284
C 5.07099 16.54678 19.17981
O 4.15018 15.75346 19.50442
O 6.21318 16.58459 19.77502
H 6.19729 20.25625 15.21548
H 6.50842 20.83563 16.84148
H 4.83444 21.12328 16.05710
H 3.30687 18.88210 15.83066
H 2.84865 15.71017 18.60062
C 7.81178 21.60599 20.26568
Se 5.97893 22.09564 20.75031
C 5.79903 21.18833 22.52134
C 5.78395 19.67126 22.56574
Se 7.10085 18.85125 23.88175
C 6.21124 17.13251 23.87264
H 7.84443 21.22247 19.22094
H 8.19931 20.84267 20.95686
H 8.38661 22.52284 20.39384
H 4.87540 21.56510 22.86135
H 6.66264 21.50272 23.15891
H 6.00920 19.14927 21.61400
H 4.77377 19.32388 22.90360
H 5.20441 17.25233 24.30691
H 6.78180 16.39901 24.52833
H 6.09480 16.72587 22.85961
O 8.58975 17.27297 16.06638
C 8.56148 16.00372 16.30217
O 8.37012 15.45457 17.45622
C 8.65863 15.03920 15.07664
C 9.08645 13.59688 15.38310
Ge 10.86412 12.95796 14.70955
C 10.98823 13.55235 12.84512
C 12.11742 14.29475 12.46801
C 12.16852 14.92228 11.22924
C 11.19457 14.71937 10.27074
C 10.17081 13.82358 10.55055
C 10.01410 13.30180 11.84033
C 12.36189 13.71234 15.65151
C 13.27673 12.91538 16.32926
C 14.28384 13.49453 17.12194
C 14.26565 14.88451 17.32690
C 13.33734 15.67663 16.67209
C 12.38502 15.10455 15.81833
C 10.89614 11.02416 14.77526
C 11.40099 10.25309 13.72190
C 11.47374 8.86332 13.89408
C 10.97782 8.23884 15.00924
C 10.41629 9.00528 16.01620
C 10.36917 10.37146 15.92296
H 9.39902 15.53607 14.43541
H 7.72518 15.10873 14.45049
H 8.40161 12.93533 14.88645
H 9.06976 13.39942 16.48241
H 12.91807 14.46926 13.19501
H 13.05002 15.51089 10.93021
H 11.23161 15.22206 9.32495
H 9.40567 13.56538 9.78955
H 9.11623 12.70671 12.07287
H 13.25807 11.85597 16.14739
H 15.16565 12.87870 17.41626
H 14.88597 15.35414 18.09727
H 13.23722 16.76105 16.79465
H 11.71127 15.70956 15.20634
H 11.64612 10.69347 12.72558
H 11.85988 8.21128 13.09610
H 11.08074 7.16750 15.10670
H 9.95746 8.49841 16.85135
H 10.03699 10.98382 16.75511
C 11.60431 16.98622 22.63992
N 10.75772 16.14108 21.82341
C 10.90811 14.78254 21.81668
C 10.01004 13.96403 21.19211
C 8.84680 14.69840 20.62723
N 8.98946 15.96996 20.22011
C 9.91808 16.72801 20.82181
O 10.08315 17.91075 20.46318
N 7.68063 14.14845 20.47403
H 11.77769 16.46643 23.60736
H 11.19805 17.97903 22.87316
H 12.60728 17.23903 22.27852
H 11.83575 14.44330 22.32748
H 9.91585 12.89359 21.40282
H 7.43349 13.22383 20.83665
H 6.93766 14.78148 20.14552
O 9.61425 19.47608 17.80526
C 10.14759 20.06640 16.82103
C 10.48319 21.54578 16.87699
C 11.95999 21.88470 16.93146
C 12.78716 21.52421 15.64945
C 12.68040 20.09201 15.15953
C 11.27907 19.80160 14.61482
N 10.34790 19.44921 15.66658
H 9.95139 21.96327 17.71404
H 10.14357 21.99309 15.92494
H 12.41642 21.38507 17.82202
H 12.01672 22.95806 17.08779
H 13.80403 21.85272 15.73548
H 12.39628 22.26277 14.87411
H 13.03164 19.35886 15.92784
H 13.36823 20.07153 14.26236
H 11.30715 18.90686 13.97575
H 10.98927 20.65937 14.01885
H 9.89047 18.51489 15.62983